ORCA calculation (ωB97M-V with the def2-TZVPD basis set) on the ion C5H5O2S with charge -1 at a distorted geometry.

Properties
Structure (SMILES): C=C(C(=O)[O-])C(C)=S
HOMO energy (Eh): -0.164
Energy above the lowest of the compared OMol25 structures with the same formula, charge and spin (kJ/mol): 85.6
Total charge: -1

Each line ends with the natural charge from an NBO analysis.
Geometry (Å):
C (0.39, -0.63, 1.74)  -0.412
C (0.00, -0.64, 0.46)  -0.138
C (-0.93, 0.59, -0.09)  -0.004
C (0.56, -1.58, -0.55)  0.724
C (-0.19, 1.50, -1.03)  -0.724
O (0.91, -1.06, -1.59)  -0.743
O (0.65, -2.71, -0.05)  -0.739
S (-2.57, 0.62, 0.06)  -0.085
H (1.01, -1.49, 2.11)  0.208
H (0.18, 0.06, 2.62)  0.182
H (0.83, 1.06, -1.34)  0.286
H (-0.88, 1.75, -1.89)  0.229
H (0.03, 2.52, -0.46)  0.215